Formula: C41H40CuN6O5S3Si
Source: the Open Molecules 2025 dataset
Level of theory: ωB97M-V/def2-TZVPD

## Properties
- ΔE to the lowest compared entry with this formula, charge and spin (kJ/mol) = 120.2
- LUMO energy (spin up / spin down) (eV) = 3.3777 / 3.3763
- orbital gap (spin up / spin down) (hartree) = 0.1777 / 0.1815

```
! wB97M-V def2-TZVPD RIJCOSX def2/J DEFGRID3
* xyz -2 2
Cu 0.041 -0.024 0.529
S 2.487 2.826 2.459
C 1.536 3.635 1.276
C 1.234 5.025 1.601
N 1.029 6.122 1.889
C 1.058 3.163 0.077
S 1.377 1.590 -0.629
C 0.323 4.079 -0.759
N -0.241 4.809 -1.453
C -3.212 1.356 4.044
C -1.865 1.630 4.216
C -1.010 1.501 3.128
N -1.445 1.120 1.925
C -2.742 0.862 1.762
C -3.665 0.968 2.791
H -3.904 1.449 4.873
H -1.471 1.943 5.173
H 0.055 1.709 3.203
H -3.026 0.544 0.763
H -4.710 0.755 2.609
C 4.789 3.765 0.312
C 5.160 2.380 0.769
C 5.875 2.186 1.947
C 6.182 0.909 2.395
C 5.764 -0.182 1.648
C 5.074 -0.013 0.453
C 4.782 1.267 0.022
S 6.127 -1.809 2.211
O 6.845 -2.493 1.169
O 6.707 -1.710 3.526
N 4.684 -2.537 2.349
C 3.850 -2.159 3.499
C 3.074 -0.877 3.253
C 2.203 -0.937 2.014
O 2.542 -1.656 1.052
O 1.156 -0.230 2.067
H 4.588 4.412 1.166
H 3.895 3.738 -0.310
H 5.601 4.212 -0.271
H 6.162 3.046 2.541
H 6.715 0.745 3.321
H 4.739 -0.873 -0.114
H 4.208 1.408 -0.887
H 4.117 -2.403 1.504
H 4.495 -2.078 4.371
H 3.159 -2.987 3.673
H 3.746 -0.022 3.132
H 2.431 -0.657 4.105
N -0.941 -7.332 2.430
C -0.845 -6.225 2.137
C -0.731 -4.831 1.759
C -1.429 -3.859 2.461
C -1.311 -2.544 2.044
N -0.579 -2.178 0.997
C 0.120 -3.107 0.356
C 0.070 -4.453 0.697
H -2.046 -4.123 3.308
H -1.833 -1.746 2.562
H 0.748 -2.761 -0.453
H 0.651 -5.182 0.150
C -1.135 -2.515 -3.223
C -1.111 -1.025 -3.587
C 0.351 -0.559 -3.636
C -1.766 -0.863 -4.964
Si -2.018 -0.067 -2.208
O -1.271 -0.127 -0.813
C -2.480 1.686 -2.738
C -3.491 2.329 -2.013
C -3.857 3.641 -2.278
C -3.222 4.345 -3.293
C -2.216 3.733 -4.023
C -1.849 2.424 -3.743
C -3.708 -0.939 -2.025
C -3.910 -1.862 -0.994
C -5.109 -2.551 -0.857
C -6.141 -2.333 -1.760
C -5.970 -1.415 -2.790
C -4.769 -0.725 -2.913
H -0.556 -3.095 -3.955
H -2.155 -2.910 -3.205
H -0.700 -2.687 -2.235
H 0.920 -1.160 -4.360
H 0.828 -0.653 -2.659
H 0.442 0.490 -3.921
H -1.197 -1.421 -5.721
H -1.811 0.181 -5.279
H -2.789 -1.252 -4.962
H -4.004 1.789 -1.222
H -4.622 4.123 -1.680
H -3.491 5.375 -3.491
H -1.693 4.289 -4.791
H -1.042 1.979 -4.311
H -3.100 -2.029 -0.289
H -5.240 -3.262 -0.047
H -7.078 -2.870 -1.658
H -6.775 -1.237 -3.494
H -4.655 0.008 -3.706
*
```

***

Formula: C41H40F4O2
Source: the Open Molecules 2025 dataset
Level of theory: ωB97M-V/def2-TZVPD

## Properties
- LUMO energy (eV) = -0.6481
- orbital gap (hartree) = 0.3149

```
! wB97M-V def2-TZVPD RIJCOSX def2/J DEFGRID3
* xyz 0 1
C 2.445 -1.693 0.028
C 3.095 -0.297 0.123
C 4.633 -0.382 0.185
C 5.309 0.065 -1.124
C 4.797 -0.834 -2.231
C 3.839 -0.369 -3.088
C 3.337 -1.175 -4.049
C 3.740 -2.464 -4.233
C 3.065 -3.266 -5.330
C 3.953 -3.657 -6.530
C 3.720 -5.151 -6.888
C 4.713 -2.951 -3.382
C 5.225 -2.121 -2.394
C 6.262 -2.712 -1.468
O 7.198 -2.092 -0.995
C 6.076 -4.164 -1.188
C 5.567 -4.960 -2.107
C 5.227 -4.358 -3.436
O 5.414 -5.005 -4.452
H 2.907 -2.374 0.742
H 2.530 -2.116 -0.974
H 1.391 -1.667 0.291
H 2.697 0.140 1.038
H 2.756 0.309 -0.715
H 4.892 -1.422 0.380
H 4.982 0.223 1.021
H 5.003 1.082 -1.368
H 6.387 0.006 -1.053
H 3.466 0.638 -2.967
H 2.563 -0.787 -4.698
H 2.274 -2.621 -5.717
H 2.540 -4.117 -4.899
H 3.712 -3.098 -7.433
H 5.006 -3.577 -6.290
H 3.613 -5.692 -5.951
H 2.776 -5.285 -7.416
H 4.568 -5.587 -7.409
H 6.346 -4.561 -0.216
H 5.387 -6.016 -1.961
F 0.372 0.087 -1.634
C -0.758 0.252 -0.919
C -1.888 -0.459 -1.273
C -3.047 -0.290 -0.530
C -3.065 0.589 0.545
C -1.919 1.297 0.881
C -0.753 1.126 0.149
H -1.855 -1.134 -2.118
H -3.938 -0.845 -0.790
H -3.972 0.721 1.119
H -1.932 1.986 1.716
H 0.153 1.662 0.400
F -6.246 1.751 0.972
C -6.310 3.058 0.647
C -7.380 3.513 -0.095
C -7.444 4.860 -0.424
C -6.438 5.725 -0.016
C -5.367 5.246 0.727
C -5.302 3.903 1.067
H -8.150 2.821 -0.409
H -8.280 5.234 -1.000
H -6.489 6.775 -0.276
H -4.583 5.918 1.041
H -4.480 3.511 1.652
F -5.060 7.015 3.105
C -6.185 7.188 3.834
C -7.323 6.482 3.497
C -8.471 6.663 4.255
C -8.470 7.547 5.326
C -7.316 8.249 5.644
C -6.161 8.067 4.898
H -7.307 5.804 2.655
H -9.369 6.113 4.008
H -9.368 7.688 5.912
H -7.314 8.941 6.476
H -5.249 8.599 5.135
F 0.780 -3.057 2.244
C 1.359 -3.678 3.288
C 0.792 -3.554 4.541
C 1.390 -4.198 5.615
C 2.545 -4.945 5.425
C 3.101 -5.053 4.158
C 2.504 -4.420 3.078
H -0.104 -2.961 4.669
H 0.953 -4.116 6.601
H 3.010 -5.443 6.266
H 4.003 -5.632 4.010
H 2.918 -4.499 2.081
*
```

***

Formula: C41H40N3O2P2ReS
Source: the Open Molecules 2025 dataset
Level of theory: ωB97M-V/def2-TZVPD

## Properties
- ΔE to the lowest compared entry with this formula, charge and spin (kJ/mol) = 77.1
- LUMO energy (spin up / spin down) (eV) = -9.8942 / -10.3491
- orbital gap (spin up / spin down) (hartree) = 0.2305 / 0.2136

```
! wB97M-V def2-TZVPD RIJCOSX def2/J DEFGRID3
* xyz 3 4
Re 0.307 0.435 0.408
C 1.064 5.546 4.309
C 0.906 4.112 4.830
C 0.971 4.102 6.362
C -0.430 3.562 4.349
C -1.633 3.949 4.942
C -2.874 3.568 4.447
C -2.948 2.808 3.296
C -1.763 2.394 2.678
P -1.808 1.708 1.045
C -3.162 0.496 0.981
C -3.388 -0.321 2.099
C -4.371 -1.298 2.064
C -5.141 -1.469 0.917
C -4.937 -0.652 -0.183
C -3.953 0.332 -0.155
C -2.090 3.041 -0.125
C -2.378 4.322 0.344
C -2.590 5.357 -0.559
C -2.508 5.123 -1.921
C -2.208 3.848 -2.397
C -1.992 2.816 -1.503
C -0.542 2.746 3.238
O 0.572 2.239 2.575
C 1.810 2.390 3.181
C 2.824 1.611 2.648
C 4.120 1.694 3.173
C 4.365 2.571 4.210
C 3.319 3.320 4.735
C 2.016 3.249 4.247
P 2.518 0.296 1.506
C 2.551 -1.235 2.460
C 3.554 -2.200 2.396
C 3.517 -3.294 3.256
C 2.496 -3.425 4.183
C 1.509 -2.445 4.276
C 1.541 -1.354 3.427
C 3.756 0.340 0.211
C 4.061 -0.773 -0.590
C 4.978 -0.659 -1.623
C 5.598 0.562 -1.869
C 5.299 1.666 -1.087
C 4.379 1.562 -0.052
H 0.259 6.180 4.683
H 1.052 5.582 3.218
H 2.009 5.971 4.651
H 0.205 4.749 6.785
H 1.919 4.500 6.717
H 0.843 3.101 6.775
H -1.600 4.582 5.818
H -3.775 3.891 4.949
H -3.910 2.553 2.869
H -2.831 -0.169 3.018
H -4.557 -1.908 2.937
H -5.917 -2.222 0.895
H -5.557 -0.760 -1.063
H -3.847 0.985 -1.008
H -2.431 4.525 1.406
H -2.820 6.349 -0.194
H -2.669 5.933 -2.620
H -2.139 3.667 -3.460
H -1.731 1.838 -1.896
H 4.923 1.082 2.781
H 5.360 2.665 4.621
H 3.533 3.992 5.554
H 4.396 -2.099 1.728
H 4.307 -4.032 3.213
H 2.481 -4.272 4.855
H 0.739 -2.525 5.032
H 0.799 -0.568 3.553
H 3.618 -1.742 -0.401
H 5.223 -1.525 -2.223
H 6.322 0.646 -2.668
H 5.790 2.611 -1.273
H 4.166 2.432 0.556
N 1.008 -0.979 -1.017
C 0.823 -2.405 -0.579
C -0.542 -2.492 0.054
N -0.597 -1.455 1.134
H 0.449 -0.828 -1.862
H 1.974 -0.782 -1.298
H 1.605 -2.620 0.151
H 0.942 -3.077 -1.428
H -0.740 -3.484 0.457
H -1.332 -2.255 -0.662
H -0.079 -1.790 1.951
H -1.568 -1.332 1.435
O 1.503 4.158 0.335
S 1.210 3.375 -0.837
N 0.832 1.925 -0.610
*
```